Density functional theory data (wB97M-V/def2-TZVPD) for a structure of composition C33H25N7OsSe2.

Positions of all 68 atoms, in Å:
Os1 0.285 -0.481 -0.479
Se1 2.187 -3.541 0.009
Se2 2.187 -2.996 -2.197
C1 0.292 -3.191 -2.291
C2 -0.262 -4.168 -3.088
C3 -1.644 -4.345 -3.045
C4 -2.382 -3.547 -2.193
C5 -1.739 -2.569 -1.444
N1 -0.411 -2.356 -1.485
C6 3.033 -1.933 0.570
C7 4.210 -2.038 1.282
C8 4.869 -0.863 1.641
C9 4.324 0.337 1.235
C10 3.119 0.345 0.541
N2 2.436 -0.768 0.221
H1 0.363 -4.795 -3.711
H2 -2.119 -5.107 -3.651
H3 -3.454 -3.660 -2.108
H4 -2.310 -1.922 -0.795
H5 4.629 -3.008 1.521
H6 5.800 -0.901 2.193
H7 4.816 1.277 1.448
H8 2.698 1.284 0.217
C11 -0.205 3.634 0.515
C12 0.405 2.580 -0.047
N3 0.337 1.314 0.531
C13 -0.027 1.234 1.831
C14 -0.506 2.331 2.566
C15 -1.034 3.474 1.751
C16 -0.688 2.187 3.949
C17 -0.578 0.950 4.544
C18 -0.397 -0.226 3.748
C19 -0.563 -1.539 4.225
C20 -0.553 -2.583 3.324
C21 -0.363 -2.322 1.969
N4 -0.132 -1.095 1.493
C22 -0.135 -0.065 2.385
H9 -0.162 4.599 0.026
H10 0.932 2.653 -0.989
H11 -1.063 4.398 2.324
H12 -0.973 3.046 4.545
H13 -0.730 0.846 5.612
H14 -0.742 -1.720 5.278
H15 -0.726 -3.601 3.648
H16 -0.421 -3.121 1.241
C23 -2.629 3.135 1.352
C24 -2.887 3.382 -0.107
C25 -2.781 2.405 -1.017
C26 -2.318 1.122 -0.521
C27 -2.720 0.736 0.809
C28 -2.937 1.708 1.702
N5 -1.464 0.362 -1.230
N6 -1.491 0.630 -2.565
C29 -0.286 0.528 -3.157
C30 -0.163 0.851 -4.515
C31 1.098 0.912 -5.076
C32 2.206 0.659 -4.270
C33 2.016 0.299 -2.944
N7 0.800 0.203 -2.391
H17 -3.222 3.816 1.958
H18 -3.089 4.399 -0.425
H19 -2.881 2.577 -2.078
H20 -2.831 -0.312 1.056
H21 -3.258 1.472 2.710
H22 -1.060 1.079 -5.075
H23 1.223 1.176 -6.118
H24 3.212 0.740 -4.659
H25 2.861 0.091 -2.300

Spin multiplicity   5
HOMO-LUMO gap (spin up / spin down)   0.244 / 0.169 hartree
Total energy   -6547.838170 Eh
Energy relative to the best compared isomer or geometry (same formula, charge and spin)   0.870 eV
Expectation value of S²   6.102
Total charge   +4

=====

Density functional theory data (wB97M-V/def2-TZVPD) for a structure of composition C33H26ClN2O2OsP in a non-equilibrium geometry.

Positions of all 66 atoms, in Å:
Os1 0.195 -0.493 -0.404
Cl1 2.815 -3.678 5.803
C1 2.047 -2.813 4.543
C2 0.807 -2.191 4.770
C3 0.161 -1.536 3.756
C4 0.708 -1.462 2.455
O1 0.019 -0.887 1.518
C5 1.995 -2.040 2.249
C6 2.675 -1.936 0.998
O2 2.302 -1.348 -0.031
C7 2.635 -2.710 3.304
H1 0.368 -2.236 5.758
H2 -0.791 -1.049 3.922
H3 3.659 -2.426 0.974
H4 3.616 -3.141 3.145
N1 0.687 -0.059 -2.470
C8 0.467 1.289 -3.001
C9 0.668 1.544 -4.346
C10 0.541 2.840 -4.826
C11 0.202 3.874 -3.964
C12 -0.023 3.614 -2.623
C13 0.100 2.314 -2.135
P1 -0.158 1.896 -0.388
C14 -1.854 1.244 -0.266
C15 -2.710 1.063 -1.362
C16 -3.921 0.418 -1.182
C17 -4.288 -0.048 0.076
C18 -3.473 0.181 1.181
C19 -2.255 0.810 1.013
C20 -0.158 3.455 0.527
C21 1.043 4.038 0.932
C22 1.023 5.273 1.556
C23 -0.185 5.917 1.785
C24 -1.380 5.329 1.391
C25 -1.376 4.094 0.768
H5 1.698 -0.217 -2.455
H6 0.320 -0.724 -3.148
H7 0.944 0.743 -5.022
H8 0.723 3.042 -5.872
H9 0.113 4.884 -4.340
H10 -0.293 4.413 -1.945
H11 -2.434 1.446 -2.337
H12 -4.579 0.263 -2.026
H13 -5.215 -0.590 0.200
H14 -3.785 -0.149 2.162
H15 -1.604 0.992 1.860
H16 1.984 3.530 0.759
H17 1.949 5.732 1.871
H18 -0.197 6.879 2.279
H19 -2.320 5.832 1.571
H20 -2.308 3.639 0.460
C26 -1.230 -2.008 -1.009
C27 -0.284 -3.091 -0.832
C28 0.579 -3.498 -1.877
C29 1.585 -4.405 -1.650
C30 1.746 -4.961 -0.374
C31 0.835 -4.658 0.644
C32 -0.167 -3.744 0.416
C33 2.858 -5.809 -0.090
N2 3.781 -6.439 0.175
H21 -2.056 -1.989 -0.301
H22 -1.554 -1.820 -2.031
H23 0.434 -3.097 -2.873
H24 2.258 -4.693 -2.445
H25 0.935 -5.142 1.606
H26 -0.876 -3.504 1.198

Spin multiplicity   1
HOMO-LUMO gap (spin up / spin down)   0.193 / 0.194 hartree
Total energy   -2424.755053 Eh
Total charge   +2